The ion C3H3Cl3N3 with charge +1 in a non-equilibrium geometry, computed with ωB97M-V/def2-TZVPD.

Results
Energy above the lowest of the compared OMol25 structures with the same formula, charge and spin in kJ/mol: 93.5
Net charge: +1
LUMO energy (spin up / spin down) in eV: -6.14 / -6.14

Last columns: bonded neighbours and bond lengths (Å).
Element x y z (Å)
1 C -1.51066 -0.05294 -0.70046  N4 1.253, N6 1.448, H10 1.130
2 C 1.28472 0.50244 0.50381  C3 1.453, Cl7 1.789, Cl9 1.899, H11 1.070
3 C 0.58183 -0.76499 0.40594  C2 1.453, N6 1.335, Cl8 1.690
4 N -1.75223 1.02761 -0.11494  C1 1.253, N5 1.119
5 N -2.11387 1.93328 0.43342  N4 1.119
6 N -0.55034 -1.03710 -0.24645  C1 1.448, C3 1.335, H12 0.991
7 Cl 3.01337 0.24273 0.88531  C2 1.789
8 Cl 1.31873 -2.15634 1.02088  C3 1.690
9 Cl 1.25832 1.17979 -1.27030  C2 1.899
10 H -1.83423 -0.20873 -1.77201  C1 1.130
11 H 1.11118 1.32642 1.16373  C2 1.070
12 H -0.80683 -1.99217 -0.30893  N6 0.991


An isolated molecule of C3H5FO in a non-equilibrium geometry, computed with ωB97M-V/def2-TZVPD.

Results
Energy above the lowest of the compared OMol25 structures with the same formula, charge and spin in kJ/mol: 280.4
LUMO energy in eV: 0.67

Last columns: bonded neighbours and bond lengths (Å).
Element x y z (Å)
1 C 0.21311 1.06125 -1.18471  C2 1.332, H6 1.148, H7 1.056
2 C 0.18112 -0.17548 -0.69191  C1 1.332, F3 1.360, C4 1.612
3 F 0.44850 -1.43149 -1.14014  C2 1.360
4 C 0.09594 -0.19099 0.91766  C2 1.612, O5 1.430, H8 1.129, H9 1.249
5 O -1.26676 -0.46969 1.25014  C4 1.430, H10 1.179
6 H 0.31843 1.29745 -2.30280  C1 1.148
7 H 0.14085 1.75533 -0.39231  C1 1.056
8 H 0.88657 -0.99072 1.01524  C4 1.129
9 H 0.59087 0.66993 1.67531  C4 1.249
10 H -1.60863 -1.52560 0.85352  O5 1.179


| no. | calculated total energy (a.u.) |
| --- | --- |
| 1 | -1660.573553 |
| 2 | -292.289494 |